# 1
This record from OMol25 describes a molecular structure, C40H37IN2O2SSiTi. The level of theory is wB97M-V/def2-TZVPD.

```
85
Properties=species:S:1:pos:R:3:lowdin_charge:R:1
Ti 0.905 -0.458 0.014 0.902
C -5.804 -0.347 -1.490 -0.040
C -4.753 -0.136 -2.590 -0.553
C -4.100 -1.481 -2.896 -0.050
C -5.439 0.363 -3.869 -0.056
C -3.746 0.904 -2.097 -0.154
C -4.189 2.224 -1.906 -0.042
C -3.350 3.226 -1.473 -0.081
C -2.032 2.896 -1.190 -0.458
S -0.752 3.922 -0.629 1.117
C 0.302 2.550 -0.604 -0.546
N -0.229 1.418 -0.976 0.059
C -1.568 1.582 -1.326 -0.250
C -2.428 0.590 -1.809 0.072
C 1.678 2.583 -0.140 -0.272
C 2.414 3.769 -0.071 -0.057
C 3.742 3.713 0.300 -0.096
C 4.317 2.474 0.576 -0.079
C 3.560 1.315 0.512 -0.123
C 2.198 1.325 0.181 -0.192
H -6.537 -1.093 -1.810 0.083
H -6.338 0.578 -1.261 0.077
H -5.328 -0.701 -0.573 0.082
H -4.856 -2.169 -3.283 0.087
H -3.657 -1.945 -2.017 0.071
H -3.318 -1.388 -3.653 0.097
H -6.155 -0.385 -4.220 0.080
H -4.704 0.528 -4.660 0.090
H -5.983 1.295 -3.712 0.068
H -5.222 2.473 -2.115 0.103
H -3.714 4.238 -1.352 0.105
H -2.023 -0.395 -1.971 0.101
H 1.957 4.719 -0.329 0.091
H 4.334 4.618 0.356 0.094
H 5.366 2.417 0.845 0.099
H 4.048 0.370 0.719 0.076
O -1.735 -3.300 -0.985 0.024
C -1.224 -2.280 -0.534 -0.667
O -0.229 -1.648 -1.093 -0.222
C -1.707 -1.585 0.676 -0.219
C -2.916 -1.911 1.284 -0.023
C -3.444 -1.097 2.252 -0.041
C -2.755 0.118 2.568 -0.164
C -3.284 1.076 3.444 -0.053
C -2.619 2.257 3.711 -0.108
C -1.389 2.502 3.105 -0.093
C -0.838 1.573 2.245 -0.056
C -1.498 0.369 1.952 -0.213
N -0.941 -0.518 1.058 -0.010
H -3.421 -2.803 0.935 0.117
H -4.385 -1.319 2.739 0.098
H -4.243 0.875 3.909 0.103
H -3.052 2.985 4.386 0.091
H -0.851 3.420 3.311 0.102
H 0.133 1.758 1.805 0.079
I 1.860 -3.886 0.281 1.136
C 3.673 -3.142 -0.452 -0.618
C 4.797 -3.900 -0.275 -0.172
C 5.999 -3.537 -0.914 -0.096
C 6.013 -2.477 -1.773 -0.052
C 4.850 -1.697 -1.984 -0.176
C 4.840 -0.666 -2.954 -0.055
C 3.695 0.041 -3.181 -0.079
C 2.566 -0.169 -2.362 -0.133
C 2.530 -1.104 -1.349 -0.190
C 3.661 -1.964 -1.247 -0.240
H 4.758 -4.796 0.331 0.085
H 6.890 -4.131 -0.751 0.095
H 6.913 -2.221 -2.322 0.104
H 5.743 -0.475 -3.523 0.101
H 3.663 0.802 -3.953 0.097
H 1.716 0.493 -2.515 0.090
C 0.706 -2.022 3.466 -0.241
Si 1.864 -0.881 2.469 0.497
C 2.016 0.672 3.576 -0.218
C 3.601 -1.673 2.618 -0.247
H 1.158 -2.260 4.436 0.023
H 0.492 -2.963 2.958 -0.017
H -0.246 -1.519 3.656 0.014
H 2.673 0.423 4.418 0.020
H 1.051 0.963 3.989 0.009
H 2.446 1.535 3.064 0.013
H 3.918 -1.561 3.661 0.019
H 4.365 -1.208 1.994 0.007
H 3.595 -2.740 2.392 -0.025
```

Expectation value of S²: 0.78
HOMO (alpha / beta) in Eh: -0.1018 / -0.1784
Energy relative to the best compared isomer or geometry (same formula, charge and spin) in kJ/mol: 81.2
Net charge: -1
LUMO energy (alpha / beta) in eV: 2.2 / 2.2
Spin multiplicity: 2

=====

# 2
This record from OMol25 describes a molecular structure, C31H54ClIrP at a distorted geometry. The level of theory is wB97M-V/def2-TZVPD.

```
88
Properties=species:S:1:pos:R:3:lowdin_charge:R:1
Ir 1.124 0.345 1.361 0.938
P 0.328 0.598 -0.969 1.049
Cl 2.183 2.457 1.289 -0.088
C -3.396 -1.024 0.289 -0.033
H -4.180 -0.522 -0.278 0.061
H -2.617 -0.257 0.512 0.056
C 2.118 0.762 -1.449 -0.506
C -0.653 2.217 -1.138 -0.411
C 2.535 0.806 -2.909 -0.206
H 2.364 1.740 -1.005 0.020
C 4.017 1.211 -2.944 -0.182
H 2.396 -0.176 -3.383 0.100
H 1.938 1.538 -3.471 0.100
C 4.929 0.348 -2.051 -0.193
H 4.375 1.180 -3.979 0.110
H 4.087 2.254 -2.605 0.119
C 4.379 0.124 -0.647 -0.198
H 5.083 -0.628 -2.530 0.113
H 5.912 0.823 -1.973 0.110
C 2.917 -0.307 -0.703 -0.263
H 4.960 -0.635 -0.109 0.118
H 4.430 1.046 -0.049 0.098
H 2.790 -1.284 -1.195 0.126
H 2.596 -0.431 0.375 0.016
C -0.445 -0.534 -2.329 -0.360
C -2.140 2.034 -1.489 -0.206
H -0.562 2.620 -0.112 0.091
C -2.877 3.376 -1.431 -0.190
H -2.227 1.668 -2.519 0.095
H -2.611 1.268 -0.856 0.078
C -2.242 4.426 -2.353 -0.201
H -3.926 3.230 -1.714 0.111
H -2.866 3.749 -0.399 0.117
C -0.721 4.538 -2.184 -0.190
H -2.476 4.191 -3.401 0.112
H -2.692 5.407 -2.157 0.108
C 0.007 3.188 -2.122 -0.212
H -0.296 5.130 -3.002 0.110
H -0.506 5.086 -1.257 0.117
H 0.012 2.744 -3.131 0.098
H 1.056 3.359 -1.843 0.106
C 0.249 -1.891 -2.521 -0.204
H -1.454 -0.714 -1.910 0.100
C -0.572 -2.802 -3.453 -0.189
H 1.239 -1.730 -2.975 0.099
H 0.426 -2.398 -1.563 0.097
C -0.871 -2.161 -4.813 -0.201
H -0.034 -3.744 -3.606 0.111
H -1.522 -3.052 -2.962 0.111
C -1.422 -0.738 -4.674 -0.189
H 0.050 -2.131 -5.413 0.114
H -1.585 -2.777 -5.370 0.109
C -0.585 0.120 -3.719 -0.207
H -1.455 -0.251 -5.656 0.113
H -2.458 -0.781 -4.307 0.117
H 0.418 0.242 -4.154 0.099
H -1.019 1.125 -3.676 0.076
C 0.635 -1.424 1.048 -0.444
C -3.048 -2.296 0.525 -0.189
H -0.120 -1.524 0.286 -0.031
C -3.160 -2.997 1.911 -0.192
H -2.423 -2.885 -0.156 0.095
C -2.002 -2.617 2.877 -0.217
H -4.101 -2.629 2.340 0.101
H -3.178 -4.102 1.784 0.110
C -0.646 -3.301 2.620 -0.180
H -1.886 -1.528 3.033 0.100
H -2.356 -3.047 3.830 0.098
C 0.659 -2.606 1.974 -0.265
H -0.299 -3.655 3.611 0.096
H -0.838 -4.221 2.047 0.093
H 1.350 -2.355 2.804 0.080
H 1.042 -3.427 1.317 0.100
C -1.172 0.742 6.209 -0.052
C 0.116 0.014 5.831 -0.645
C 1.336 0.763 6.364 -0.055
C 0.085 -1.374 6.470 -0.057
C 0.261 -0.065 4.372 -0.076
C 0.575 0.107 3.185 -0.245
H -1.201 0.892 7.291 0.085
H -2.051 0.154 5.926 0.085
H -1.237 1.718 5.721 0.090
H 1.252 0.894 7.444 0.084
H 2.244 0.191 6.145 0.091
H 1.427 1.746 5.889 0.093
H -0.784 -1.955 6.142 0.079
H 0.992 -1.939 6.236 0.088
H 0.023 -1.257 7.556 0.085
```

Expectation value of S²: 8.78
HOMO (alpha / beta) in Eh: -0.2359 / -0.3009
Net charge: 0
LUMO energy (alpha / beta) in eV: 0.6 / -1.5
Spin multiplicity: 6

=====

# 3
This record from OMol25 describes a molecular structure, C27H24AuN4O3PTe at a distorted geometry. The level of theory is wB97M-V/def2-TZVPD.

```
61
Properties=species:S:1:pos:R:3:lowdin_charge:R:1
Au 0.133 -0.003 1.371 0.826
N 6.660 2.762 -6.332 0.164
C 5.991 2.401 -5.471 -0.180
C 5.151 1.949 -4.398 -0.226
C 4.629 0.657 -4.423 -0.008
C 3.816 0.226 -3.389 -0.008
C 3.521 1.073 -2.326 -0.229
C 4.047 2.361 -2.303 -0.009
C 4.860 2.801 -3.334 -0.009
C 2.634 0.605 -1.214 -0.033
C 3.212 -0.043 -0.191 -0.208
C 4.654 -0.361 -0.038 0.001
C 4.768 -0.999 1.131 -0.025
C 3.397 -1.087 1.694 -0.094
N 2.518 -0.543 0.932 0.027
C 1.188 0.892 -1.429 -0.200
C 0.739 1.596 -2.631 -0.002
C -0.598 1.690 -2.557 -0.147
C -1.015 0.964 -1.341 -0.629
N 0.180 0.575 -0.668 -0.101
H 4.863 0.000 -5.250 0.124
H 3.408 -0.777 -3.401 0.132
H 3.822 3.017 -1.472 0.131
H 5.274 3.800 -3.319 0.124
H 5.438 -0.089 -0.726 0.114
H 5.663 -1.402 1.578 0.102
H 3.105 -1.560 2.625 0.119
H 1.380 1.965 -3.414 0.117
H -1.275 2.150 -3.259 0.109
H -1.752 1.410 -0.678 0.084
C -5.382 -3.359 -2.576 -0.065
C -5.141 -2.348 -1.480 -0.315
O -4.028 -2.791 -0.681 -0.260
P -2.829 -1.904 -0.127 0.213
O -1.816 -2.721 0.523 -0.306
Te -2.072 -0.751 -2.201 1.159
O -3.428 -0.794 0.833 -0.276
C -4.430 0.183 0.514 -0.294
C -4.271 1.334 1.480 -0.060
H -6.202 -3.026 -3.214 0.083
H -5.640 -4.328 -2.152 0.084
H -4.489 -3.477 -3.190 0.079
H -6.006 -2.267 -0.820 0.120
H -4.934 -1.361 -1.900 0.058
H -5.412 -0.281 0.615 0.117
H -4.302 0.515 -0.521 0.078
H -4.422 0.993 2.503 0.085
H -5.001 2.112 1.255 0.082
H -3.270 1.761 1.410 0.072
N -1.269 -0.451 8.674 0.135
C -1.047 -0.400 7.547 -0.201
C -0.770 -0.334 6.142 -0.260
C -1.697 -0.814 5.215 -0.050
C -1.427 -0.734 3.861 -0.142
C -0.234 -0.179 3.368 -0.345
C 0.681 0.275 4.326 -0.161
C 0.430 0.208 5.689 -0.058
H -2.625 -1.247 5.570 0.111
H -2.154 -1.126 3.161 0.067
H 1.625 0.703 4.004 0.073
H 1.153 0.576 6.405 0.110
```

HOMO in Eh: -0.2777
Energy relative to the best compared isomer or geometry (same formula, charge and spin) in kJ/mol: 67.7
Net charge: 0
LUMO energy in eV: -2.0